Entry 1:
The following is a DFT calculation (ωB97M-V with the def2-TZVPD basis set) of a structure of composition C32H38HfN6O4SSi at a distorted geometry.

The frontier orbital gap (spin up / spin down) comes out at 4.99 / 4.98 eV. Its electronic energy is -70951.04470 eV. For the energy relative to the best compared isomer or geometry (same formula, charge and spin), the calculation gives 1.541 eV. Its molecular weight is 809.34 g mol⁻¹.

ORCA input file:
```
! RIJCOSX wB97M-V def2-TZVPD def2/J DEFGRID3
* xyz 0 1
Hf 0.1527 0.0972 0.9129
O 7.2054 0.4147 1.3765
C 6.4755 0.8385 2.3035
O 6.8055 1.3650 3.3741
C 5.0429 0.8516 1.8633
C 4.6190 -0.1574 0.9904
C 3.2708 -0.2911 0.7028
N 2.3383 0.6125 1.0430
C 2.6683 1.5133 1.9778
C 4.0264 1.6545 2.4456
C 1.5863 2.3493 2.4773
C 1.7780 3.3293 3.4586
C 0.7390 4.2477 3.7677
C -0.4378 4.1594 3.0283
C -0.6129 3.1155 2.1419
N 0.3432 2.1240 1.9584
C 2.7972 -1.4046 -0.0846
C 3.6142 -2.5340 -0.2191
C 3.0648 -3.6379 -0.8857
C 1.8727 -3.5735 -1.5102
C 1.0803 -2.2784 -1.5127
N 1.4979 -1.2923 -0.4731
H 5.3333 -0.8184 0.5235
H 4.1925 2.3936 3.2066
H 2.7543 3.3487 3.9506
H 0.9285 4.9988 4.5554
H -1.1643 4.9511 3.1317
H -1.5730 2.9182 1.6031
H 4.4698 -2.5337 0.3879
H 3.6397 -4.6003 -0.8437
H 1.5806 -4.4254 -2.1727
H 0.0222 -2.5049 -1.3176
C -4.2425 -0.4637 -3.2851
Si -4.3705 0.9957 -2.1660
C -5.3485 2.3980 -3.0898
C -5.0690 0.3960 -0.4958
C -2.6152 1.7452 -1.7634
C -2.1922 3.0356 -2.1833
C -0.8413 3.3975 -2.1067
C 0.0579 2.6182 -1.4218
N -0.3750 1.4440 -0.8457
C -1.6582 0.9765 -1.1078
S -1.9507 -0.6688 -0.4780
H -5.1695 -1.1006 -3.2031
H -3.3559 -1.0455 -3.0924
H -4.1849 -0.2058 -4.3528
H -6.3807 2.0245 -3.2641
H -4.8538 2.6339 -4.0571
H -5.4251 3.3369 -2.4916
H -5.9939 0.9499 -0.2485
H -4.3301 0.4973 0.3391
H -5.3312 -0.6445 -0.5931
H -2.9303 3.7810 -2.3923
H -0.4025 4.3449 -2.4679
H 1.1249 2.8343 -1.3880
C 0.2395 -2.6785 4.6242
C -0.1750 -1.7681 3.5349
N 0.5350 -1.6297 2.4137
O 1.4911 -2.6333 2.3023
C -1.2276 -0.8147 3.6312
C -2.2612 -0.7070 4.7300
N -1.2661 0.0396 2.6051
O -2.2902 0.7897 2.5163
H 1.2123 -3.1368 4.4281
H -0.5566 -3.4718 4.7702
H 0.2433 -2.1194 5.5746
H 1.7386 -2.6406 1.3477
H -2.8931 -1.6134 4.7099
H -2.8661 0.2027 4.5967
H -1.7988 -0.7030 5.7317
C -0.7421 -2.6663 -3.6785
C 0.6802 -2.2864 -4.0247
C 0.8513 -1.5482 -5.3207
C 1.2526 -1.5150 -2.8349
H -1.2559 -3.0544 -4.5865
H -1.3782 -1.8731 -3.2338
H -0.7504 -3.5126 -2.9396
H 1.2613 -3.2249 -4.1830
H 0.3990 -0.5772 -5.2796
H 0.3802 -2.1411 -6.1086
H 1.8847 -1.4351 -5.5761
H 0.7006 -0.5317 -2.7120
H 2.3184 -1.2613 -3.0450
*
```

So, what does the Mulliken scheme give us? The charges, in e, come out as: -0.024, -0.694, 0.325, -0.717, -0.274, -1.336, 1.273, 0.190, 1.536, -1.519, 0.726, -1.055, -0.499, -1.028, 0.071, 0.444, -0.313, -0.884, -0.840, -1.039, 0.217, 0.818, 0.764, 0.477, 0.465, 0.427, 0.427, 0.398, 0.569, 0.308, 0.382, 0.213, -0.681, 0.601, -1.165, -0.898, 0.185, -0.194, -1.141, -0.395, 0.474, 0.276, -0.367, 0.338, 0.017, 0.317, 0.327, 0.308, 0.286, 0.364, 0.130, 0.324, 0.484, 0.358, 0.566, -1.444, 0.581, 0.360, -0.681, -0.086, -1.635, 0.807, -0.787, 0.382, 0.303, 0.357, 0.383, 0.322, 0.345, 0.381, -0.857, 1.168, -1.873, -0.244, 0.506, -0.180, 0.248, 0.115, 0.330, 0.449, 0.446, -0.317, 0.297



Entry 2:
The following is a DFT calculation (ωB97M-V with the def2-TZVPD basis set) of a structure of composition C32H38N12O10PtS3 at a distorted geometry.

The frontier orbital gap (spin up / spin down) comes out at 6.93 / 4.84 eV. Its electronic energy is -107882.42201 eV. For the energy relative to the best compared isomer or geometry (same formula, charge and spin), the calculation gives 0.522 eV. Its molecular weight is 1042.01 g mol⁻¹.

ORCA input file:
```
! RIJCOSX wB97M-V def2-TZVPD def2/J DEFGRID3
* xyz 2 5
Pt 10.8944 17.2967 16.7664
C 9.2832 15.8334 20.7235
C 9.4654 16.4867 19.3917
N 10.4419 16.1905 18.6295
N 11.4559 15.3358 19.1143
C 12.7204 15.7999 18.9228
N 13.6979 15.1782 19.5620
S 13.0620 17.1714 18.0124
C 8.6522 17.6089 18.9082
C 7.3115 17.7339 19.2583
C 6.6430 18.8592 18.7650
C 7.3513 19.8210 18.0461
C 8.6777 19.5778 17.7422
N 9.3253 18.4899 18.1440
H 9.0314 14.7805 20.6441
H 10.1711 15.9390 21.3322
H 8.4751 16.2566 21.3059
H 11.2280 14.6659 19.8421
H 13.5541 14.3212 20.0749
H 14.6396 15.4755 19.3405
H 6.7905 16.9861 19.8089
H 5.5801 19.0484 18.9038
H 6.8288 20.6957 17.7125
H 9.3010 20.2656 17.1891
O 9.5319 8.3567 12.4136
S 10.5695 8.1527 13.3632
O 10.5217 8.7504 14.6549
O 11.5500 7.1470 13.1010
C 12.0592 10.0719 12.6623
N 12.9061 9.8484 11.7190
C 13.6695 10.9390 11.4664
C 13.4877 12.1484 12.1656
C 12.4821 12.2094 13.1216
N 11.7246 11.1130 13.3548
C 12.1662 13.4305 13.8787
C 13.0451 14.5064 13.9898
C 12.6705 15.6081 14.7386
N 11.5312 15.6378 15.4188
C 10.6279 14.6556 15.2247
C 10.9289 13.5208 14.4844
H 14.3863 10.7968 10.6512
H 14.1661 12.9671 11.9715
H 13.9904 14.4800 13.4835
H 13.3384 16.4741 14.8476
H 9.6511 14.7579 15.6686
H 10.2306 12.7085 14.3351
O 4.8356 21.1001 13.4147
N 6.0243 21.1573 13.2027
O 6.5947 22.0528 12.5926
C 6.8542 20.0615 13.7653
C 8.2296 20.1677 13.7447
C 8.9808 19.1646 14.3425
C 8.4085 17.9965 14.9338
O 9.0339 17.0959 15.5729
C 6.9814 17.9541 14.7895
C 6.2239 18.9545 14.3037
N 6.3137 16.7769 15.3896
O 5.4829 17.0086 16.2480
O 6.6690 15.6832 15.0079
N 10.4601 19.2979 14.2473
O 10.9247 20.0622 13.4454
O 11.2023 18.6103 14.9731
H 8.7130 21.0642 13.3349
H 5.1391 18.9087 14.3648
C 11.3749 19.2759 9.7846
C 10.1785 20.2153 9.8649
C 8.8533 19.5694 9.4421
C 8.4593 18.4170 10.3486
N 9.0717 17.1410 9.8974
C 9.7447 16.2846 10.6188
S 10.0106 16.4603 12.3268
N 10.1869 15.1165 10.0943
C 9.6494 14.4690 8.8826
C 8.3059 13.7984 9.1368
C 7.7848 13.0351 7.9279
C 6.5459 12.2731 8.2573
H 12.2769 19.7662 10.1112
H 11.5553 18.8782 8.8004
H 11.2847 18.4181 10.4561
H 10.2787 21.0585 9.1817
H 10.0680 20.6459 10.8623
H 8.8906 19.2376 8.4325
H 8.0556 20.3083 9.4785
H 7.3783 18.2244 10.3078
H 8.7293 18.6160 11.3898
H 8.9025 16.8952 8.9393
H 10.7097 14.5497 10.7356
H 10.4366 13.7460 8.6004
H 9.6304 15.2013 8.0954
H 7.5627 14.5270 9.4766
H 8.3894 13.1039 9.9779
H 8.5567 12.3604 7.5540
H 7.5838 13.7484 7.1321
H 6.7105 11.5264 9.0094
H 6.1442 11.7598 7.3801
H 5.7473 12.9146 8.6148
*
```

So, what does the Mulliken scheme give us? The charges, in e, come out as: 3.366, -1.937, 0.895, -0.256, -0.590, 0.678, -0.406, -0.495, 0.780, -1.008, -0.441, -0.710, -0.353, -0.434, 0.439, 0.489, 0.464, 0.341, 0.218, 0.236, 0.470, 0.451, 0.494, 0.709, -0.403, 1.120, -0.418, -0.417, 0.612, -0.468, -0.583, -0.596, 0.214, -0.363, 0.884, -0.686, -0.802, -0.130, -0.559, -0.678, 0.445, 0.439, 0.451, 0.510, 0.468, 0.648, -0.603, 1.019, -0.606, -0.877, -0.334, -0.604, 1.706, -1.457, -0.730, -0.564, 1.186, -0.585, -0.617, 1.161, -0.610, -0.806, 0.584, 0.666, -0.976, -0.129, -1.174, 0.629, 0.270, -0.114, 0.375, 0.049, -1.259, -0.084, -0.370, -1.373, 0.421, 0.353, 0.064, 0.391, 0.068, 0.515, 0.431, 0.309, -0.745, 0.190, 0.041, 0.407, 0.268, 0.309, 0.365, 0.325, 0.347, 0.355, 0.377, 0.351



- What is the molecular weight in the first record?
  809.34 g mol⁻¹